One molecule with the formula C6H9NO2, computed with the ωB97M-V functional and the def2-TZVPD basis.

```
18
C6H9NO2 the ωB97M-V functional and the def2-TZVPD basis
H 5.185 0.957 -0.356
N 4.408 0.303 -0.583
C 3.462 0.522 0.234
O 3.610 1.524 1.161
C 2.117 0.048 0.022
C 0.992 -0.396 -0.060
C -0.346 -0.961 -0.206
C -1.444 0.108 -0.149
C -2.830 -0.510 -0.176
O -3.787 0.531 -0.133
H 2.767 1.739 1.577
H -0.499 -1.709 0.587
H -0.392 -1.505 -1.163
H -1.336 0.793 -1.002
H -1.330 0.704 0.768
H -2.954 -1.188 0.687
H -2.953 -1.113 -1.093
H -4.670 0.153 -0.115
```

Computed properties:
HOMO-LUMO gap in eV: 10.42
Energy relative to the best compared isomer or geometry (same formula, charge and spin) in kJ/mol: 245.5